1.
Computed, not measured: the molecule C23H26N2O6S at a distorted geometry, with ωB97M-V/def2-TZVPD.

Values from the calculation:
* SMILES: CCOc1ccc(CNC(=O)CS(=O)(=O)Cc2nc(-c3ccc(OC)cc3)oc2C)cc1
* M: 458.54 g mol⁻¹
* E_LUMO: 0.71 eV
* orbital gap: 8.6486 eV
* total energy: -50373.2350 eV

Geometry as ORCA input:
```
! RIJCOSX wB97M-V def2-TZVPD def2/J DEFGRID3
* xyz 0 1
C -9.6148 -0.1273 0.4447
C -9.0124 -0.1389 -0.9577
O -7.7489 0.4894 -1.0134
C -6.6482 -0.1509 -0.5301
C -6.6055 -1.4650 -0.0781
C -5.4083 -2.0045 0.3624
C -4.2414 -1.2575 0.3754
C -4.2860 0.0595 -0.0757
C -5.4708 0.6008 -0.5248
H -5.5121 1.6179 -0.8803
H -3.3903 0.6635 -0.0766
C -2.9547 -1.8575 0.8744
N -1.8225 -1.4779 0.0535
C -0.7189 -0.9120 0.5719
O -0.5323 -0.7793 1.7665
C 0.2759 -0.4059 -0.4400
H 1.3041 -0.5374 -0.1091
H 0.1239 -0.7644 -1.4522
S 0.0043 1.4055 -0.4327
O -1.4127 1.6425 -0.3342
O 0.6726 1.9856 -1.5669
C 0.8447 1.9456 1.1006
C 2.2820 1.9133 0.7942
C 3.1247 2.9351 0.4463
O 4.3308 2.3889 0.1614
C 4.1775 1.0576 0.3292
N 2.9704 0.7340 0.7015
C 5.2760 0.1497 0.1031
C 6.5148 0.6164 -0.3279
C 7.5637 -0.2566 -0.5433
C 7.3887 -1.6215 -0.3299
C 6.1438 -2.0915 0.1035
C 5.1028 -1.2210 0.3175
H 4.1431 -1.5756 0.6569
H 6.0288 -3.1515 0.2647
O 8.3467 -2.5665 -0.5087
C 9.6250 -2.1638 -0.9394
H 10.2134 -3.0773 -1.0082
H 9.5854 -1.6849 -1.9229
H 10.0954 -1.4845 -0.2215
H 8.5111 0.1364 -0.8769
H 6.6545 1.6734 -0.4956
C 2.9258 4.3986 0.3182
H 2.4672 4.8039 1.2184
H 2.2706 4.6068 -0.5274
H 3.8845 4.8827 0.1528
H 0.5543 1.2180 1.8546
H 0.4821 2.9404 1.3370
H -1.9782 -1.4496 -0.9418
H -3.0361 -2.9509 0.8999
H -2.7294 -1.5066 1.8873
H -5.3926 -3.0288 0.7079
H -7.4876 -2.0859 -0.0684
H -8.9562 -1.1622 -1.3500
H -9.6376 0.4519 -1.6334
H -10.6050 -0.5744 0.4229
H -8.9901 -0.6826 1.1401
H -9.6961 0.8965 0.8006
*
```

***

2.
Computed, not measured: a cluster of 2 separate species, C5H9Cl3Si in total at a distorted geometry, with ωB97M-V/def2-TZVPD.

Values from the calculation:
* M: 203.57 g mol⁻¹
* E_LUMO: -0.43 eV
* orbital gap: 7.6922 eV
* total energy: -50773.4347 eV

Geometry as ORCA input:
```
! RIJCOSX wB97M-V def2-TZVPD def2/J DEFGRID3
* xyz 0 1
C -2.1323 -1.3984 -1.2969
C -1.6783 -1.4717 0.0808
C -2.7506 -0.5705 -0.1775
C 1.3362 0.3817 1.9927
C 0.9380 1.1719 -1.0293
Si 1.0427 -0.2614 0.2323
Cl -4.2968 -0.8183 0.6705
Cl -2.4542 1.2451 -0.4080
Cl 2.3973 -1.7537 -0.1609
H -1.6395 -0.8321 -1.9483
H -2.7827 -2.1109 -1.7353
H -1.7627 -2.3045 0.6354
H 1.7611 -0.5107 2.6409
H 1.9688 1.2469 1.9982
H 0.5266 0.8689 2.4317
H 1.9017 1.1496 -1.5080
H 0.0755 0.9240 -1.7319
H 0.6189 2.0307 -0.4554
*
```

***

3.
Computed, not measured: a cluster of 2 separate species, C4H11N3O2 in total at a distorted geometry, with ωB97M-V/def2-TZVPD.

Values from the calculation:
* SMILES: [H]/N=C(\N)NC.CC(=O)O
* M: 133.15 g mol⁻¹
* E_LUMO: 0.57 eV
* orbital gap: 9.1210 eV
* total energy: -12890.3531 eV

Geometry as ORCA input:
```
! RIJCOSX wB97M-V def2-TZVPD def2/J DEFGRID3
* xyz 0 1
C 2.3097 0.6185 -1.6368
C 0.0706 1.9345 -1.1051
N -0.7440 2.3677 -0.1363
N 1.0939 1.1312 -0.7658
N -0.0189 2.4203 -2.5007
H 0.8011 -2.2115 2.7880
H -1.5969 2.9468 -0.4415
H 1.3084 0.8053 0.2479
H -0.2201 3.3854 -2.5947
H -0.4786 1.6859 -3.0941
H 2.4724 -0.4570 -1.3759
H 3.2147 1.2936 -1.4430
H 2.1231 0.6533 -2.6621
C -1.2187 -1.7500 0.4180
C -0.8132 -2.0684 1.7417
O 0.4019 -1.6960 2.0860
O -1.3724 -2.9343 2.3587
H -0.5390 -1.0696 -0.0219
H -2.1788 -1.2273 0.5820
H -1.5502 -2.6051 -0.2290
*
```

***

4.
Computed, not measured: the ion C5H8N with charge +1 at a distorted geometry, with ωB97M-V/def2-TZVPD.

Values from the calculation:
* SMILES: C=C[C@@H]1[C@H]2[NH2+][C@@H]12
* M: 82.13 g mol⁻¹
* E_LUMO: -3.53 eV
* orbital gap: 10.3409 eV
* total energy: -6793.7862 eV

Geometry as ORCA input:
```
! RIJCOSX wB97M-V def2-TZVPD def2/J DEFGRID3
* xyz 1 1
C 2.5027 -0.2261 -0.1707
C 1.4206 0.4059 0.2130
C 0.1220 -0.2535 0.0143
C -1.1075 0.3031 0.7487
C -1.0304 0.4599 -0.6660
N -2.1290 -0.3699 -0.0971
H 3.4558 0.2441 0.0262
H 2.5772 -1.1701 -0.6397
H 1.3182 1.5019 0.3783
H 0.3413 -1.2845 0.1938
H -1.1257 0.6804 1.6945
H -1.0421 1.1198 -1.5089
H -2.2775 -1.4536 -0.1816
H -3.0256 0.0425 -0.0050
*
```